The following is a quantum chemistry calculation of C3H12O5SSn as an isolated structure at a distorted geometry, from the OMol25 dataset.

Values from the calculation:
energy above the lowest of the compared OMol25 structures with the same formula, charge and spin: 0.865 eV
strongest force on any atom: 2.5 eV/A
HOMO level: -17.19 eV
LUMO: -11.37 eV
total energy: -30190.32784 eV
total charge: +2

Element x y z (Å)
Sn: 8.122 -9.244 -12.064
O: 8.240 -6.489 -11.173
S: 7.918 -5.242 -10.481
O: 7.859 -5.176 -9.065
O: 8.986 -4.146 -10.942
C: 9.321 -4.008 -12.356
C: 10.122 -2.736 -12.470
C: 6.385 -4.568 -11.108
H: 8.476 -4.123 -13.041
H: 9.914 -4.899 -12.578
H: 10.449 -2.615 -13.506
H: 11.101 -2.957 -12.033
H: 9.768 -1.803 -12.045
H: 6.372 -4.626 -12.196
H: 6.289 -3.531 -10.797
H: 5.517 -5.144 -10.793
O: 5.984 -7.404 -12.783
H: 5.026 -7.550 -12.807
H: 6.134 -6.635 -13.347
O: 9.471 -10.095 -9.708
H: 9.295 -10.823 -9.091
H: 10.436 -9.999 -9.710

The following is a quantum chemistry calculation of one molecule with the formula C3H12P2Si at a distorted geometry, from the OMol25 dataset.

Values from the calculation:
energy above the lowest of the compared OMol25 structures with the same formula, charge and spin: 0.493 eV
strongest force on any atom: 5.1 eV/A
HOMO level: -8.13 eV
structure (SMILES): C[Si](C)(C)[PH]#[PH2]
LUMO: 0.91 eV
total energy: -29759.75172 eV

Element x y z (Å)
C: -1.392 -0.953 -0.094
Si: 0.217 -0.031 0.283
C: 1.258 -1.334 1.168
C: 0.317 1.674 1.230
P: 1.198 0.460 -1.620
P: -0.566 0.360 -2.755
H: -1.125 -1.865 -0.461
H: -1.858 -1.279 0.929
H: -2.113 -0.331 -0.664
H: 2.002 -0.908 1.844
H: 0.530 -1.964 1.683
H: 1.854 -2.119 0.671
H: -0.480 1.982 2.004
H: 1.206 2.035 1.678
H: 0.094 2.336 0.407
H: 1.906 -0.825 -1.861
H: -0.949 1.548 -2.174
H: -0.087 0.867 -3.850

The following is a quantum chemistry calculation of a 2-piece molecular cluster, C3H13N2 overall at a distorted geometry, from the OMol25 dataset.

Values from the calculation:
energy above the lowest of the compared OMol25 structures with the same formula, charge and spin: 2.594 eV
strongest force on any atom: 6.2 eV/A
HOMO level: -14.02 eV
LUMO: -3.14 eV
total energy: -6294.02341 eV
total charge: +1

Element x y z (Å)
C: 0.606 -1.560 2.176
N: -0.575 -1.394 1.273
H: 0.816 -2.658 2.424
H: 1.524 -1.155 1.699
H: 0.500 -1.078 3.173
H: -1.325 -1.253 1.875
H: -0.734 -2.280 0.743
H: -0.060 0.156 0.033
C: 0.236 2.162 -0.683
N: -0.444 0.834 -0.775
C: -0.166 0.021 -2.023
H: 1.183 2.449 -1.217
H: -0.314 2.923 -1.219
H: 0.569 2.336 0.454
H: -1.366 1.107 -0.733
H: -1.079 0.215 -2.765
H: -0.137 -1.085 -1.826
H: 0.766 0.260 -2.610

The following is a quantum chemistry calculation of a 2-piece molecular cluster, C3H13N2 overall at a distorted geometry, from the OMol25 dataset.

Values from the calculation:
energy above the lowest of the compared OMol25 structures with the same formula, charge and spin: 0.425 eV
strongest force on any atom: 3.1 eV/A
HOMO level: -15.33 eV
LUMO: -3.10 eV
total energy: -6296.19249 eV
total charge: +1

Element x y z (Å)
N: 0.005 1.580 -2.483
H: 0.674 1.494 -3.338
H: -0.845 1.995 -2.789
H: 0.503 2.214 -1.880
C: -0.398 -1.667 1.556
C: -0.376 -0.324 0.762
C: 0.686 0.661 1.330
N: -0.153 -0.616 -0.665
H: -1.241 -2.274 1.146
H: 0.512 -2.308 1.575
H: -0.503 -1.393 2.612
H: -1.397 0.128 0.802
H: 1.694 0.213 1.220
H: 0.491 0.777 2.374
H: 0.606 1.677 0.890
H: -0.827 -1.284 -1.046
H: -0.192 0.208 -1.369
H: 0.760 -1.082 -0.695